[1]
ORCA calculation (ωB97M-V/def2-TZVPD) on one molecule with the formula C5H9N at a distorted geometry.

XYZ file:
```
15
Properties=species:S:1:pos:R:3:forces:R:3:mulliken_charge:R:1
C -1.7539 3.0691 -0.2024 1.2 -4.3 -0.6 -0.29
N -1.5976 1.7545 -0.1122 1.3 2.4 1.5 -0.39
C -0.3259 1.0589 -0.3611 -2.2 0.2 -0.9 -0.16
C -0.0171 -0.0257 0.3568 0.1 -2.2 -2.7 -0.46
C 1.1871 -1.0323 -0.0058 -0.5 2.0 0.6 -0.19
C 0.9639 -2.5106 0.4270 -1.6 0.9 0.3 -1.01
H -2.4732 3.4330 0.4835 -1.2 0.7 -0.1 0.27
H -1.2119 3.7488 -0.8693 0.4 -0.1 0.4 0.27
H 0.0238 1.1172 -1.3615 1.5 1.2 -0.7 0.32
H -0.9392 -0.5543 0.5500 -0.2 0.1 2.0 0.23
H 1.9862 -0.5370 0.5983 0.1 -0.9 -0.7 0.24
H 1.4892 -1.0106 -1.1239 -0.6 0.2 1.8 0.29
H -0.0661 -2.8362 -0.0144 2.2 0.0 0.3 0.27
H 1.8915 -2.9896 0.0941 -0.8 -0.7 -0.1 0.33
H 0.8431 -2.6852 1.5408 0.3 0.6 -1.2 0.26
```
Forces are in eV/Å.

Values from the calculation:
* LUMO: 0.504 eV
* SMILES: C=N/C=C/CC
* net charge: 0

[2]
ORCA calculation (ωB97M-V/def2-TZVPD) on a 2-piece molecular cluster, CH4OS2 overall at a distorted geometry.

XYZ file:
```
8
Properties=species:S:1:pos:R:3:forces:R:3:mulliken_charge:R:1
C 0.8828 -0.0343 0.5701 0.4 0.7 1.2 -0.70
O -2.7383 -0.6275 0.1238 2.1 0.3 1.5 -0.40
S 0.8952 -0.6034 -1.0399 0.5 -1.0 0.7 -0.05
S -2.0884 0.6451 1.0426 0.1 -1.1 -0.4 0.00
H 1.1412 -0.6860 1.3846 -0.1 -0.6 -0.1 0.31
H 1.1352 1.0025 0.8437 -0.4 -0.4 -0.7 0.37
H -3.5908 -0.3193 -0.0862 -1.7 0.6 -1.0 0.33
H 0.2195 0.4456 -1.3301 -0.8 1.4 -1.3 0.13
```
Forces are in eV/Å.

Values from the calculation:
* LUMO (alpha / beta): -0.016 / -1.621 eV
* net charge: 0

[3]
ORCA calculation (ωB97M-V/def2-TZVPD) on a 2-piece molecular cluster, C19H17F2S overall at a distorted geometry.

XYZ file:
```
39
Properties=species:S:1:pos:R:3:forces:R:3:mulliken_charge:R:1
C 5.3076 1.3778 0.9441 0.6 -0.2 0.0 -1.44
C 3.9261 0.8399 0.9299 -0.3 -0.4 0.0 0.89
C 2.8315 1.6954 1.0005 -0.7 1.1 0.1 0.23
F 3.0881 3.0436 1.0352 -0.3 -1.3 0.1 -0.32
C 1.5162 1.2702 1.0423 0.2 -0.1 -0.3 -0.77
C 1.2244 -0.1156 0.8546 0.8 0.1 0.1 1.25
C -0.0676 -0.6856 0.6692 0.0 0.1 1.1 -0.58
C -1.3648 -0.1060 0.7785 -0.8 0.2 -0.3 1.21
C -1.6590 1.2901 0.7722 -0.2 -0.1 -0.1 -0.54
C -2.9745 1.7097 0.8499 0.7 1.1 0.1 -0.12
F -3.2322 3.0581 0.8763 0.3 -1.3 -0.1 -0.33
C -4.0662 0.8501 0.9088 0.3 -0.4 0.1 0.91
C -5.4472 1.3861 0.9649 -0.6 -0.2 0.0 -1.44
C -3.7850 -0.5261 0.9149 -0.1 0.1 0.1 -0.60
C -2.4878 -0.9924 0.8569 0.6 -0.1 -0.2 -0.77
C 2.3491 -1.0025 0.8333 -0.6 0.0 -0.3 -0.78
C 3.6476 -0.5351 0.8623 0.1 0.0 0.1 -0.64
H 6.0176 0.5473 0.9395 0.0 0.2 0.0 0.38
H 5.5107 2.0002 0.0648 -0.2 0.0 0.2 0.32
H 5.5081 1.9896 1.8318 -0.2 -0.1 -0.2 0.34
H 0.7269 1.9961 1.1967 0.5 0.0 -0.1 0.49
H -0.0698 -1.7782 0.5877 0.0 0.4 -0.1 0.26
H -0.8722 2.0277 0.6643 -0.5 0.0 0.0 0.45
H -6.1544 0.5534 0.9830 0.0 0.2 0.0 0.38
H -5.6225 1.9987 1.8574 0.2 -0.1 -0.2 0.34
H -5.6762 2.0068 0.0908 0.1 0.0 0.2 0.33
H -4.6221 -1.2259 0.9678 0.3 0.2 0.0 0.33
H -2.2914 -2.0667 0.8587 -0.1 0.3 0.0 0.40
H 2.1549 -2.0759 0.7735 0.1 0.3 -0.1 0.41
H 4.4865 -1.2336 0.8265 -0.3 0.2 0.0 0.33
C -0.6465 -2.8019 -3.5630 1.1 0.4 0.3 -0.42
C 0.7292 -2.6796 -3.4172 -0.6 0.5 0.3 -0.39
C 1.1008 -1.5163 -2.6500 -1.0 -0.2 0.1 -0.48
C -0.0042 -0.7899 -2.2163 0.8 -0.6 -0.8 -0.40
S -1.4592 -1.5157 -2.7564 0.0 -0.2 -0.2 -0.09
H -1.1891 -3.5687 -4.1091 0.1 0.2 0.2 0.42
H 1.4533 -3.3806 -3.8304 -0.3 0.2 0.1 0.37
H 2.1276 -1.2449 -2.4199 -0.2 0.0 -0.1 0.44
H -0.0142 0.2002 -1.7739 0.0 -0.3 0.0 0.64
```
Forces are in eV/Å.

Values from the calculation:
* LUMO: -5.921 eV
* net charge: +1

[4]
ORCA calculation (ωB97M-V/def2-TZVPD) on C12H30CuO16 as an isolated structure at a distorted geometry.

XYZ file:
```
59
Properties=species:S:1:pos:R:3:forces:R:3:mulliken_charge:R:1
Cu 0.4921 0.2942 1.0001 2.0 -0.7 0.4 1.40
C 2.8318 -1.6946 2.5567 0.9 1.3 2.9 0.54
O 2.6157 -2.7827 3.0788 0.3 -4.9 2.4 -0.79
O 3.6086 -0.8442 3.0200 2.8 1.6 1.5 -0.79
O 2.0989 -1.3840 1.6446 -5.4 2.7 -6.8 -0.52
C 3.2581 2.2160 -0.4947 3.6 1.7 1.7 0.44
O 2.9575 3.4321 -0.5627 -0.7 4.1 -1.1 -1.00
O 4.4198 1.7682 -0.4944 2.6 0.0 -2.0 -0.80
O 2.3972 1.4587 -0.0975 -7.3 -5.5 1.3 -0.66
C 0.1084 -5.3683 -0.5057 -1.0 0.7 -0.1 -0.55
C 0.6650 -4.1002 -1.2590 0.2 -0.3 1.4 -0.48
O 0.4080 -3.0298 -0.3607 -0.6 -1.5 -0.2 -0.26
O 0.8280 -5.6846 0.6465 1.9 0.4 0.6 -0.42
H 0.0240 -6.2701 -1.1122 -0.1 0.1 -0.7 0.41
H -0.8662 -5.0736 -0.1167 -0.6 0.1 -0.6 0.13
H 0.2961 -3.9516 -2.2738 -1.1 -0.1 -0.1 0.38
H 1.7055 -4.3129 -1.5042 0.7 0.4 0.7 0.34
H 0.5147 -2.1181 -0.6419 1.0 0.0 -0.6 0.05
H 0.6123 -6.5204 1.0667 -0.4 0.1 -0.4 0.24
C -2.5149 -0.0460 2.9905 2.3 -0.1 1.2 -0.89
C -2.9435 1.4021 2.8658 0.0 -0.5 0.4 0.43
O -3.6755 1.5330 1.7059 -2.3 0.3 -1.4 -0.50
O -1.6115 -0.4079 1.9510 -1.3 -0.3 -0.8 -0.23
H -3.3633 -0.7209 3.1037 -0.4 0.1 -0.7 0.37
H -1.8823 -0.3586 3.8213 -0.3 1.0 1.1 0.39
H -2.1941 2.1922 2.8197 0.6 -0.6 0.7 -0.40
H -3.6601 1.5834 3.6669 0.1 0.3 0.3 0.31
H -3.1657 1.4646 0.8953 0.9 -0.1 0.1 0.26
H -2.1306 -1.0741 1.4947 0.9 -0.4 -0.9 0.05
C -3.4044 -0.8940 -0.8338 -0.3 -3.2 -0.2 -0.95
C -2.5905 0.1516 -1.4552 0.7 0.6 -2.5 -0.49
O -1.8726 0.9016 -0.6167 1.6 2.6 4.1 0.00
O -2.6805 -2.1696 -0.5835 -1.2 1.5 0.5 -0.17
H -4.2521 -1.0725 -1.4953 0.0 -0.3 -0.4 0.33
H -3.9208 -0.7242 0.1110 0.6 0.7 0.2 0.33
H -3.1296 0.8910 -2.0475 -1.2 -0.5 -0.5 0.50
H -1.7493 -0.1515 -2.0786 -0.9 -1.8 -1.1 -0.06
H -1.3617 1.5256 -1.1374 0.4 0.2 0.3 0.14
H -2.2060 -2.5073 -1.3467 0.2 0.4 -0.2 0.13
C 2.4337 0.5513 -3.8365 1.1 1.0 2.8 -0.49
C 1.3293 -0.2680 -3.1490 0.4 -0.6 0.6 -0.16
O 1.5528 -0.6105 -1.7850 -0.4 -1.1 -1.4 -0.04
O 3.7182 -0.0269 -3.6239 0.9 -2.2 -2.1 -0.59
H 2.7670 1.4296 -3.2837 -2.0 1.3 -0.1 0.28
H 2.2837 0.7743 -4.8928 -0.1 -0.4 0.0 0.33
H 1.3382 -1.2147 -3.6893 -0.2 -0.4 -0.1 0.23
H 0.2957 0.0778 -3.1607 0.0 0.8 -0.8 -0.02
H 2.0572 0.0415 -1.2929 0.7 1.5 1.2 0.02
H 3.8557 -0.3901 -2.7460 -0.5 0.4 0.5 0.37
C 0.1050 3.8554 2.2262 -1.6 2.8 -1.7 -0.43
C -0.0474 4.8799 1.0137 1.8 -1.8 -0.4 -0.38
O 1.2370 5.3018 0.5833 -0.7 2.5 1.4 -0.55
O 0.4435 2.6322 1.7450 0.0 -1.4 0.5 -0.26
H -0.8772 3.7507 2.6871 -0.1 0.1 0.4 0.17
H 0.7799 4.4123 2.8762 0.5 -0.6 0.5 0.24
H -0.6925 5.7370 1.2069 0.1 0.1 0.1 0.35
H -0.3145 4.3138 0.1213 -1.5 -0.3 0.2 0.14
H 1.7917 4.5673 0.3105 1.0 -1.5 -1.0 0.41
H 1.2768 2.6328 1.2683 1.2 -0.2 -0.9 0.19
```
Forces are in eV/Å.

Values from the calculation:
* LUMO: 5.905 eV
* net charge: -3

[5]
ORCA calculation (ωB97M-V/def2-TZVPD) on a 2-piece molecular cluster, C3H7Cl2PS overall at a distorted geometry.

XYZ file:
```
14
Properties=species:S:1:pos:R:3:forces:R:3:mulliken_charge:R:1
C 0.9763 -0.3253 1.5298 -0.8 -0.6 0.4 -1.16
C 0.2400 0.4196 0.4442 -0.5 -0.8 0.6 -0.12
C 1.2876 -0.3884 -1.9760 0.2 -0.3 -1.3 -0.70
P -2.9605 -0.1624 -0.7072 -0.2 -1.6 -0.8 0.27
S 0.0562 -0.8180 -0.9064 0.2 1.6 -0.1 0.12
Cl -2.9313 -0.2308 1.3120 -0.2 0.0 0.8 -0.21
Cl -2.9435 1.7671 -1.1387 0.1 1.4 -0.1 -0.16
H 0.3321 -1.2137 1.5941 -0.1 0.3 1.4 0.32
H 1.8633 -0.8538 1.2844 1.4 0.4 -0.7 0.36
H 1.1276 0.2744 2.4356 -0.3 -0.4 0.0 0.30
H 0.5690 1.4235 0.2479 0.5 0.2 -1.0 0.47
H -0.7593 0.5414 0.8748 0.2 0.1 -0.5 -0.06
H 1.8520 0.5427 -2.0913 -0.6 -0.2 0.7 0.29
H 1.2905 -0.9762 -2.9035 0.0 0.0 0.6 0.27
```
Forces are in eV/Å.

Values from the calculation:
* LUMO (alpha / beta): 0.266 / -0.861 eV
* net charge: 0

Look up the net charge of the fourth one.
-3

Among the records above, which one has the highest net charge?
C19H17F2S